No. 1
{"formula": "C44H62BF9N5O34S", "method": "ωB97M-V/def2-TZVPD", "symbols": ["C", "C", "O", "C", "C", "O", "C", "C", "O", "C", "N", "C", "N", "C", "C", "C", "C", "S", "C", "N", "N", "C", "O", "N", "C", "C", "C", "C", "F", "O", "B", "O", "O", "O", "C", "C", "O", "O", "H", "H", "H", "H", "H", "H", "H", "H", "H", "H", "H", "H", "H", "H", "H", "H", "H", "H", "H", "H", "H", "H", "H", "H", "H", "H", "H", "H", "H", "H", "H", "H", "H", "H", "H", "H", "H", "H", "C", "C", "O", "C", "O", "O", "F", "H", "H", "H", "C", "C", "O", "C", "O", "O", "F", "H", "H", "H", "C", "C", "O", "C", "O", "O", "F", "H", "H", "H", "C", "C", "O", "C", "O", "O", "F", "H", "H", "H", "C", "C", "O", "C", "O", "O", "F", "H", "H", "H", "C", "C", "O", "C", "O", "O", "F", "H", "H", "H", "C", "C", "O", "C", "O", "O", "F", "H", "H", "H", "C", "C", "O", "C", "O", "O", "F", "H", "H", "H"], "xyz": [[4.50322, -2.15272, -0.79252], [3.32544, -1.63155, -1.78524], [2.09708, -2.38844, -1.64937], [1.54933, -2.77900, -2.93656], [-0.01503, -3.11787, -2.86120], [-0.84484, -2.04032, -3.33374], [-2.23724, -2.45249, -3.41353], [-3.20032, -1.15901, -3.41589], [-2.78805, -0.36895, -4.55422], [-2.97322, 1.05402, -4.31435], [-1.61147, 1.65063, -4.37564], [-1.10953, 2.16927, -3.13765], [-1.48452, 1.85593, -1.90991], [-0.84232, 2.45511, -0.70319], [-1.31903, 1.82349, 0.67858], [-2.89633, 1.79694, 0.90628], [-3.15773, 1.36240, 2.44846], [-3.64720, -0.45213, 2.56018], [-2.46105, -1.25028, 1.39350], [-2.85045, -1.62111, 0.06266], [-1.71201, -2.12290, -0.45732], [-0.57006, -2.13442, 0.38398], [-1.10371, -1.56543, 1.58221], [0.02705, 3.12002, -3.22557], [0.56009, 3.17545, -4.60955], [1.62021, 4.40744, -4.62620], [2.47034, 4.48500, -5.97559], [2.51033, 5.99251, -6.56902], [3.87237, 4.13358, -5.78509], [1.26061, 2.00455, -5.03798], [2.20224, 1.50127, -4.06459], [1.75879, 0.35883, -3.27366], [3.51101, 2.00215, -3.81775], [-0.50660, 3.57986, -5.46706], [-1.56901, 2.61948, -5.51075], [-1.37260, 1.77209, -6.88000], [-0.98971, 2.65031, -7.98512], [-0.61458, 1.79002, -8.98643], [4.19322, -3.05015, -0.17264], [5.44935, -2.30804, -1.40426], [4.73615, -1.31095, -0.04144], [3.12130, -0.54949, -1.45061], [3.74559, -1.68585, -2.85151], [2.06752, -3.77601, -3.20577], [1.81546, -2.06014, -3.78838], [-0.22540, -3.40132, -1.77076], [-0.17507, -4.08293, -3.47142], [-2.47934, -3.16848, -2.55746], [-2.40941, -2.97759, -4.41447], [-4.27788, -1.52303, -3.45137], [-3.04234, -0.67291, -2.39769], [-3.61907, 1.41501, -5.19610], [-3.57763, 1.27306, -3.37722], [-2.23668, 1.17302, -1.76702], [-1.04818, 3.58343, -0.67311], [0.28976, 2.34188, -0.77097], [-0.81960, 0.80125, 0.78187], [-0.87822, 2.47751, 1.51192], [-3.37580, 2.83482, 0.81143], [-3.43374, 1.10722, 0.16829], [-3.96511, 2.01139, 2.94527], [-2.22126, 1.48219, 3.08863], [0.49507, -2.47446, 0.17561], [-0.28783, 4.03644, -2.88029], [2.25475, 4.43911, -3.67277], [0.99223, 5.37443, -4.59501], [2.06387, 3.75873, -6.74749], [3.21170, 5.94088, -7.46467], [2.96590, 6.63643, -5.73208], [1.44505, 6.28653, -6.82614], [1.10083, 0.64249, -2.61017], [4.09604, 1.20603, -3.81609], [-2.54071, 3.22498, -5.64404], [-2.37993, 1.27836, -7.09921], [-0.54447, 1.00779, -6.65051], [0.35086, 1.65274, -8.85358], [-4.24166, -3.99893, 5.38265], [-4.80251, -3.02040, 4.40043], [-6.16272, -3.39349, 4.31109], [-6.47004, -3.93336, 5.52323], [-7.58446, -4.11411, 5.91474], [-5.35065, -4.23512, 6.23912], [-4.23104, -3.17389, 3.17981], [-3.93677, -4.93868, 4.91402], [-3.39523, -3.59367, 5.93846], [-4.72849, -1.97682, 4.71471], [-6.69222, 1.08344, 6.36948], [-5.70445, 0.10924, 6.92857], [-4.49279, 0.47912, 6.29995], [-4.60537, 1.81648, 6.05656], [-3.68580, 2.52738, 5.78324], [-5.89376, 2.24264, 6.16977], [-6.01050, -1.15942, 6.56056], [-7.10783, 0.75891, 5.41131], [-7.51379, 1.28567, 7.05742], [-5.58572, 0.16184, 8.01427], [-5.85530, 6.19174, -0.12913], [-5.09812, 6.47909, -1.38676], [-3.74951, 6.47389, -0.95775], [-3.70791, 5.62162, 0.10266], [-2.70040, 5.15920, 0.55460], [-4.95220, 5.35298, 0.58262], [-5.39446, 7.70869, -1.86371], [-6.05422, 7.09209, 0.45808], [-6.79997, 5.68097, -0.31865], [-5.23567, 5.73365, -2.17554], [4.08398, -3.65118, 4.66368], [3.14658, -4.32078, 3.70898], [3.57188, -3.83995, 2.44936], [4.90466, -3.58805, 2.58663], [5.65424, -3.42720, 1.67100], [5.27728, -3.54957, 3.89598], [1.86845, -3.91801, 3.91588], [3.75048, -2.65012, 4.95054], [4.24780, -4.23793, 5.56809], [3.19640, -5.41323, 3.72078], [8.10308, -2.92488, 5.51632], [8.81080, -2.25608, 6.65230], [7.74986, -1.75293, 7.44004], [6.70514, -2.59937, 7.22740], [5.73182, -2.65297, 7.91850], [6.90699, -3.38459, 6.13292], [9.55653, -1.21382, 6.21572], [7.85205, -2.23176, 4.70882], [8.67433, -3.75529, 5.10001], [9.42978, -2.92687, 7.25488], [7.30974, -1.60131, -5.88320], [6.67603, -2.77894, -5.21335], [5.88548, -2.18473, -4.20133], [5.54104, -0.95945, -4.68081], [4.66379, -0.28280, -4.22602], [6.30884, -0.59961, -5.74401], [7.60727, -3.56567, -4.62776], [8.22426, -1.27308, -5.38202], [7.53390, -1.78986, -6.93358], [6.04132, -3.38231, -5.86849], [5.35993, 4.67483, -2.89773], [6.12285, 5.77824, -3.55903], [6.91672, 6.29445, -2.50975], [7.13538, 5.24493, -1.66738], [7.97502, 5.22824, -0.82021], [6.27987, 4.21311, -1.91761], [5.28881, 6.75690, -3.99167], [4.45031, 5.02899, -2.40335], [5.09355, 3.87807, -3.59282], [6.76634, 5.45095, -4.38037], [-7.45256, -6.41645, 7.84670], [-8.47747, -6.07058, 8.88007], [-8.76895, -7.31947, 9.47503], [-7.62821, -8.05625, 9.35490], [-7.40643, -9.05472, 9.97019], [-6.76854, -7.50786, 8.45088], [-9.60707, -5.59195, 8.30608], [-7.89867, -6.74427, 6.90405], [-6.77234, -5.59184, 7.64362], [-8.12725, -5.37186, 9.64537]], "total_energy_ev": -159655.363, "multiplicity": 1, "total_charge": 1}


No. 2
{"formula": "C19H23N4S2", "method": "ωB97M-V/def2-TZVPD", "symbols": ["C", "C", "N", "C", "N", "N", "C", "C", "C", "S", "C", "S", "N", "C", "C", "C", "C", "C", "C", "C", "C", "C", "C", "C", "C", "H", "H", "H", "H", "H", "H", "H", "H", "H", "H", "H", "H", "H", "H", "H", "H", "H", "H", "H", "H", "H", "H", "H"], "xyz": [[3.16852, -1.73470, 1.90633], [3.40544, -0.38740, 1.82693], [2.48854, 0.52585, 1.09575], [3.31119, 1.62108, 0.63840], [3.70245, 2.52270, 1.53889], [3.69772, 1.84468, -0.67345], [3.67258, 0.62390, -1.52131], [2.54915, 0.63546, -2.64209], [1.12377, 1.10076, -2.10239], [0.20076, -0.43384, -1.66249], [-1.55659, -0.26141, -2.13645], [-1.89418, 0.28737, -3.65178], [-2.54479, -0.65151, -1.15996], [-3.10039, 0.46507, -0.42375], [-2.95331, 1.87306, -0.85125], [-3.57288, 2.97366, -0.09362], [-4.34905, 2.75442, 1.13354], [-4.48819, 1.35638, 1.56382], [-3.90227, 0.27178, 0.80503], [-2.09971, -1.74207, -0.30663], [-1.37728, -1.61655, 0.95358], [-0.97695, -2.82310, 1.68854], [-1.25725, -4.15647, 1.16052], [-1.97842, -4.31543, -0.10663], [-2.38198, -3.10273, -0.80293], [2.79828, -2.34495, 1.04541], [3.30237, -2.27558, 2.87873], [4.31973, -0.01044, 2.36332], [1.86625, 0.93682, 1.80434], [3.10131, 2.63936, 2.35925], [4.58552, 3.02871, 1.45764], [3.20342, 2.63256, -1.09806], [4.65555, 0.60916, -2.07892], [3.67189, -0.33075, -0.92557], [2.88841, 1.23897, -3.51887], [2.41988, -0.44311, -2.94619], [1.19903, 1.70500, -1.15294], [0.57583, 1.66127, -2.90727], [-2.37928, 2.17396, -1.75192], [-3.49633, 4.04116, -0.42457], [-4.82193, 3.60207, 1.68988], [-5.06686, 1.17351, 2.49847], [-4.05358, -0.76659, 1.19300], [-1.14542, -0.59953, 1.34285], [-0.44877, -2.70830, 2.66900], [-0.94184, -5.07937, 1.69485], [-2.21247, -5.29331, -0.58296], [-2.90790, -3.22160, -1.78604]], "total_energy_ev": -47694.971, "smiles": "C=C/[NH+]=C(\\N)NCCCSC(=S)N(c1ccccc1)c1ccccc1", "multiplicity": 1, "total_charge": 1}


No. 3
{"formula": "C4H8N2O2", "method": "ωB97M-V/def2-TZVPD", "symbols": ["C", "C", "N", "C", "N", "O", "C", "O", "H", "H", "H", "H", "H", "H", "H", "H"], "xyz": [[2.17024, 0.21668, 0.31037], [1.16006, -0.77180, -0.18194], [-0.12626, -0.12753, -1.13803], [-0.87014, 0.42734, -0.07257], [-2.30272, 0.26977, -0.16654], [-0.50510, 1.60563, 0.57963], [-0.20457, -0.89180, 0.21348], [-0.87040, -2.05967, 0.37705], [2.86233, -0.29168, 0.98295], [2.74797, 0.59808, -0.53310], [1.71257, 1.05342, 0.82750], [1.58231, -1.69379, -0.57944], [-2.77785, 1.01483, 0.32850], [-2.58205, 0.27425, -1.14098], [-0.18146, 2.22372, -0.08850], [-1.81492, -1.84747, 0.28162]], "e_above_lowest_kj_mol": 359.2, "total_energy_ev": -11350.390, "smiles": "C[C@@H]1N2[C@](N)(O)[C@]12O", "multiplicity": 1, "total_charge": 0}


| no. | HOMO level (eV) | largest force on an atom (eV/Å) | frontier orbital gap (Ha) |
| --- | --- | --- | --- |
| 1 | -11.141 | 7.2 | 0.304 |
| 2 | -10.227 | 3.9 | 0.212 |
| 3 | -9.153 | 2.0 | 0.367 |